Density functional theory data (ωB97M-V/def2-TZVPD) for a structure of composition C57H47GeO2RhS2 at a distorted geometry.

```
! wB97M-V def2-TZVPD RIJCOSX def2/J DEFGRID3
* xyz 3 2
Rh 1.53389 0.56056 0.93635
C 2.14075 3.82365 2.64885
C 2.59363 2.57389 3.04804
C 3.24430 1.75180 2.12223
C 3.38767 2.17387 0.78440
C 2.91141 3.43775 0.39685
C 2.31305 4.25825 1.33552
H 1.67888 4.48652 3.36774
H 2.52208 2.26462 4.08260
H 3.81013 0.88961 2.46960
H 4.05607 1.62193 0.12765
H 3.08939 3.78320 -0.61285
H 1.98991 5.25334 1.06380
C -3.85065 7.45902 0.27642
C -3.21915 6.11115 0.34509
C -1.93446 5.90168 -0.17641
C -1.32786 4.66561 -0.09598
C -2.01135 3.62057 0.52700
C -3.27612 3.80613 1.06645
C -3.87543 5.04713 0.95790
S -1.32128 1.99418 0.65204
O 0.19481 2.20762 0.79017
C -1.46541 1.36720 -1.02064
C -0.59849 1.82002 -2.01988
C -0.71192 1.32348 -3.28853
C -1.66295 0.32269 -3.57832
C -1.78521 -0.21033 -4.87859
C -2.68299 -1.21274 -5.14448
C -3.47832 -1.73666 -4.11449
C -3.38812 -1.23809 -2.83836
C -2.50469 -0.17683 -2.53495
C -2.40749 0.38747 -1.23287
C -3.32619 -0.06074 -0.14479
C -4.71801 0.23495 -0.31007
C -5.18269 1.08599 -1.34437
C -6.51670 1.37133 -1.46116
C -7.45382 0.82275 -0.56779
C -7.03337 0.01630 0.45540
C -5.65869 -0.27859 0.61638
C -5.20166 -1.06175 1.70209
C -3.86919 -1.29136 1.88711
C -2.93097 -0.77957 0.96036
S -1.25679 -1.08279 1.53894
O -0.29430 -0.56569 0.44676
C -1.21825 -2.85969 1.52241
C -1.60643 -3.58538 0.39326
C -1.52174 -4.96149 0.41456
C -1.06615 -5.63786 1.55560
C -1.00856 -7.12779 1.56902
C -0.70063 -4.89228 2.67200
C -0.77427 -3.50992 2.66246
H -3.46400 8.03219 -0.56356
H -3.63584 8.01899 1.18878
H -4.93261 7.38640 0.18093
H -1.41601 6.72570 -0.64758
H -0.33301 4.51304 -0.48831
H -3.78755 2.99222 1.56481
H -4.86295 5.19585 1.37263
H 0.15101 2.56784 -1.79558
H -0.06946 1.69936 -4.07299
H -1.16333 0.17638 -5.67480
H -2.76620 -1.59732 -6.15058
H -4.17475 -2.53790 -4.31673
H -4.00885 -1.66550 -2.06197
H -4.48437 1.53552 -2.03412
H -6.85851 2.03237 -2.24499
H -8.50213 1.05305 -0.68873
H -7.73897 -0.39719 1.16269
H -5.92160 -1.46673 2.40017
H -3.53670 -1.87702 2.73512
H -1.98275 -3.07193 -0.48316
H -1.82297 -5.53385 -0.45239
H -0.53267 -7.50844 0.66598
H -2.01795 -7.54184 1.60438
H -0.46272 -7.49969 2.43262
H -0.36229 -5.40082 3.56423
H -0.50023 -2.94667 3.54422
C 1.24048 -2.21306 -1.57884
Ge 2.53788 -1.17892 -0.56555
C 2.72875 -1.87889 1.28840
C 3.63686 -2.94708 1.31545
C 3.85609 -3.65058 2.48890
C 3.23147 -3.28168 3.66381
C 2.35906 -2.19750 3.67205
C 2.13876 -1.53198 2.48467
C 4.26706 -0.92826 -1.45032
C 4.22348 -1.23928 -2.80220
C 5.35450 -1.17695 -3.62226
C 6.53111 -0.71226 -3.08876
C 6.62552 -0.34426 -1.72785
C 7.85504 0.12743 -1.20386
C 7.97682 0.44403 0.12750
C 6.88157 0.27110 0.98324
C 5.67222 -0.17310 0.49786
C 5.49591 -0.46712 -0.87690
H 1.71153 -3.20380 -1.60202
H 1.07216 -1.87674 -2.59758
H 0.30760 -2.26434 -1.04260
H 4.16925 -3.24313 0.41835
H 4.53921 -4.48921 2.48498
H 3.43513 -3.82602 4.57448
H 1.88037 -1.87079 4.58332
H 1.36811 -0.70139 2.54931
H 3.29446 -1.55780 -3.25912
H 5.28678 -1.46887 -4.65906
H 7.41591 -0.62471 -3.70696
H 8.69853 0.21831 -1.87346
H 8.91512 0.80131 0.52656
H 7.00085 0.47532 2.03709
H 4.85410 -0.34852 1.18980
*
```

## Properties
E_LUMO (alpha / beta) ... -8.480 / -11.554 eV
Orbital gap (alpha / beta) ... 5.8 / 2.7 eV
Electronic energy ... -5333.602698 a.u.

Löwdin atomic charge list, values in e, 2 entries: Rh 0.760; C -0.044

***

Density functional theory data (ωB97M-V/def2-TZVPD) for a structure of composition C57H48BaBr2N6O2P at a distorted geometry.

```
! wB97M-V def2-TZVPD RIJCOSX def2/J DEFGRID3
* xyz 1 1
Ba 0.82949 -0.52736 -0.42648
C -4.47187 0.48420 0.44053
N -3.44847 -0.38171 -0.13236
C -2.15547 -0.43177 0.24709
N -1.54511 -1.34448 -0.48600
C -2.40828 -1.84985 -1.36436
C -3.62889 -1.27186 -1.15888
C -4.93725 -1.44606 -1.78812
C -6.00558 -1.92430 -1.03608
C -7.25875 -2.07201 -1.60464
C -7.44539 -1.75347 -2.94084
C -6.38287 -1.29595 -3.70952
C -5.12781 -1.14264 -3.13266
C -2.05324 -2.87509 -2.35776
C -3.04771 -3.73627 -2.82584
C -2.76273 -4.66253 -3.81545
C -1.47954 -4.76352 -4.32175
C -0.46860 -3.93993 -3.83809
C -0.76018 -3.00172 -2.85476
P -1.66619 0.52067 1.70274
C -0.63524 1.85660 1.05398
N 0.38485 1.81704 0.22640
C 0.76887 3.04818 -0.09154
C -0.02870 3.92522 0.57915
N -0.90070 3.14862 1.30428
C -1.88746 3.63880 2.26972
C 0.01740 5.38802 0.63832
C 1.24040 6.02168 0.82672
C 1.30079 7.40569 0.86118
C 0.15004 8.16456 0.70931
C -1.07413 7.53016 0.51762
C -1.13680 6.14577 0.47789
C 1.78106 3.32490 -1.11879
C 1.49127 4.27920 -2.08367
C 2.41369 4.56473 -3.07421
C 3.63199 3.88639 -3.11999
C 3.91141 2.93857 -2.14974
C 2.99209 2.64932 -1.15064
C -0.44909 -0.54923 2.49318
N 0.57807 -1.24283 2.04200
C 1.18864 -1.82980 3.08200
C 0.52068 -1.50851 4.22104
N -0.51100 -0.69684 3.83365
C -1.54396 -0.15207 4.71710
C 0.75622 -1.93256 5.59786
C 0.83552 -1.01950 6.63124
C 1.04155 -1.45957 7.93291
C 1.17145 -2.82139 8.19725
C 1.11226 -3.73374 7.14766
C 0.90556 -3.28601 5.85808
C 2.36284 -2.71076 3.01620
C 2.35203 -3.89183 2.28642
C 3.43933 -4.75136 2.33429
C 4.52529 -4.44515 3.15154
C 4.53536 -3.26389 3.89415
C 3.46545 -2.39177 3.80674
H -4.11626 1.50966 0.48914
H -4.75329 0.15756 1.44518
H -5.33732 0.46526 -0.22112
H -5.85804 -2.19365 0.00043
H -8.08127 -2.41089 -0.99085
H -8.41916 -1.86680 -3.38783
H -6.52929 -1.03702 -4.74973
H -4.29417 -0.79295 -3.71436
H -4.04623 -3.68076 -2.41807
H -3.54417 -5.31122 -4.18974
H -1.25245 -5.48895 -5.09591
H 0.53640 -4.02473 -4.22680
H 0.04637 -2.36206 -2.52899
H -1.56599 4.62055 2.62430
H -1.95191 2.95620 3.10989
H -2.86374 3.74428 1.80046
H 2.13855 5.44279 0.95960
H 2.25443 7.88704 1.00487
H 0.20630 9.24360 0.75321
H -1.97117 8.11698 0.38915
H -2.08365 5.65915 0.28317
H 0.53875 4.79971 -2.05646
H 2.19372 5.31455 -3.82648
H 4.35054 4.11725 -3.90096
H 4.86724 2.41873 -2.16331
H 3.22205 1.89929 -0.40787
H -1.59203 -0.76984 5.61029
H -2.50608 -0.18767 4.20939
H -1.32357 0.87794 5.00779
H 0.74318 0.03926 6.42672
H 1.10510 -0.74929 8.73945
H 1.32254 -3.15930 9.21462
H 1.22296 -4.79429 7.33848
H 0.85673 -4.00009 5.04521
H 1.48829 -4.12646 1.68716
H 3.43170 -5.67618 1.76586
H 5.36763 -5.12376 3.21899
H 5.38067 -3.00222 4.51523
H 3.46729 -1.46696 4.36297
Br 2.85278 -3.46370 -0.98390
C 4.43163 -2.42266 -0.65559
Br 4.13621 -1.01497 0.61660
H 4.71432 -1.97786 -1.60339
H 5.19482 -3.08489 -0.25081
C -0.81272 0.22185 -4.64617
C 0.26961 0.22857 -3.63794
O -0.12199 0.23222 -2.47477
C 1.66930 0.24206 -4.00832
C 2.01244 0.66205 -5.30791
C 3.31641 0.69743 -5.72941
C 4.32316 0.28651 -4.83163
C 4.02182 -0.12669 -3.57145
C 2.68897 -0.16669 -3.14295
O 2.48174 -0.64543 -2.00145
H -1.74313 -0.00052 -4.14450
H -0.62035 -0.48656 -5.44470
H -0.89359 1.20982 -5.09741
H 1.23823 0.98449 -5.99440
H 3.56211 1.02799 -6.72997
H 5.36094 0.32254 -5.15505
H 4.78406 -0.40126 -2.84400
*
```

## Properties
E_LUMO ... -1.856 eV
Orbital gap ... 7.5 eV
Electronic energy ... -8194.758753 a.u.

Löwdin atomic charge list, values in e, 2 entries: Ba 1.976; C -0.014

***

Density functional theory data (ωB97M-V/def2-TZVPD) for a structure of composition C57H51BrIIrNP2Sb at a distorted geometry.

```
! wB97M-V def2-TZVPD RIJCOSX def2/J DEFGRID3
* xyz 2 1
Ir 0.40258 -0.74445 0.22576
C 2.82306 0.36845 2.03943
P 2.79458 -0.41340 0.39748
C 3.70434 -1.96534 0.55698
C 4.80000 -2.02863 1.42230
C 5.58066 -3.17339 1.47754
C 5.28299 -4.25900 0.66406
C 4.19048 -4.20624 -0.18960
C 3.39757 -3.06922 -0.23455
C 3.63179 0.58706 -0.83097
C 2.97823 1.74019 -1.26679
C 3.53631 2.52047 -2.26490
C 4.74404 2.14047 -2.84327
C 5.38766 0.98467 -2.42353
C 4.83329 0.19959 -1.41887
C 1.78048 -0.34342 2.82128
C 1.70171 -0.80118 4.11411
C 0.40931 -1.38817 4.27885
C -0.24542 -1.28530 3.07176
C -1.54538 -1.78157 2.55012
P -1.32601 -2.14310 0.77874
C -0.23199 -3.57255 0.62207
C -0.28090 -4.31077 -0.56825
C 0.49722 -5.44593 -0.70949
C 1.33073 -5.84987 0.33125
C 1.40308 -5.10900 1.50129
C 0.63687 -3.96110 1.64928
C -2.94276 -2.72019 0.23730
C -3.74747 -2.07871 -0.69725
C -5.01118 -2.57509 -0.98688
C -5.47060 -3.71492 -0.34566
C -4.66386 -4.37041 0.58030
C -3.40315 -3.88072 0.87061
N 0.59652 -0.66245 2.17063
H 2.54380 1.41421 1.86107
H 3.79172 0.36456 2.53119
H 5.06352 -1.18548 2.04654
H 6.42826 -3.21312 2.14980
H 5.90203 -5.14630 0.69875
H 3.94894 -5.05377 -0.81891
H 2.53196 -3.06715 -0.88607
H 2.02315 2.01689 -0.83360
H 3.03085 3.41931 -2.59587
H 5.18215 2.74803 -3.62558
H 6.32634 0.69014 -2.87586
H 5.33993 -0.70285 -1.09725
H 2.45633 -0.68309 4.87781
H 0.01213 -1.82665 5.18266
H -2.33726 -1.02402 2.57586
H -1.91240 -2.65333 3.09018
H -0.95293 -4.01390 -1.36667
H 0.44069 -6.02934 -1.62002
H 1.92483 -6.74966 0.22486
H 2.05879 -5.42068 2.30437
H 0.70453 -3.38837 2.56515
H -3.37464 -1.21589 -1.22377
H -5.62996 -2.07542 -1.72236
H -6.45508 -4.10337 -0.57215
H -5.01834 -5.26624 1.07292
H -2.78018 -4.40545 1.58635
C -2.69645 2.18446 3.69296
C -3.43973 1.76831 2.45069
C -4.83704 1.76006 2.50544
C -5.63306 1.41716 1.42089
C -5.03983 1.09027 0.21215
C -3.65813 1.09126 0.13337
C -2.85240 1.39143 1.23421
Sb -0.83809 1.48018 0.55630
C 0.36252 2.66349 1.86114
C 0.44214 2.20235 3.17966
C 1.16518 2.89053 4.13653
C 1.82802 4.06003 3.78028
C 1.75322 4.51942 2.47687
C 1.02777 3.84265 1.49117
C 1.03309 4.46412 0.11527
C -1.25899 2.54823 -1.21493
C -1.00378 1.95206 -2.44179
C -1.35029 2.58805 -3.62706
C -1.95345 3.83545 -3.56962
C -2.21993 4.42421 -2.33919
C -1.89728 3.79778 -1.13764
C -2.26690 4.47650 0.15697
H -3.39662 2.58436 4.42331
H -1.95020 2.95390 3.49120
H -2.18538 1.33852 4.16176
H -5.31152 2.04623 3.43647
H -6.71163 1.43140 1.51866
H -5.63762 0.85820 -0.66010
H -3.19841 0.92476 -0.83593
H -0.05518 1.28743 3.47724
H 1.21575 2.50987 5.14916
H 2.40025 4.61107 4.51643
H 2.26947 5.43241 2.19874
H 0.57067 5.45323 0.14724
H 0.50870 3.88222 -0.63645
H 2.06154 4.60362 -0.22271
H -0.53278 0.98046 -2.47309
H -1.14570 2.11274 -4.57792
H -2.22188 4.35481 -4.48127
H -2.69751 5.39771 -2.30521
H -2.31300 5.55663 0.02203
H -1.55525 4.28139 0.96319
H -3.25006 4.14210 0.49771
Br -2.25552 -2.02090 -3.64477
C -1.06719 -0.96546 -4.66065
C -1.46429 -0.51098 -5.91149
C -0.59199 0.23952 -6.68295
C 0.67804 0.55008 -6.21137
C 1.07614 0.11446 -4.95782
C 0.19928 -0.64476 -4.19219
I 1.00666 -1.37350 -2.39493
H -2.45172 -0.76194 -6.27662
H -0.90647 0.57925 -7.66124
H 1.36070 1.13028 -6.81839
H 2.06214 0.35704 -4.58217
*
```

## Properties
E_LUMO ... -6.580 eV
Orbital gap ... 6.0 eV
Electronic energy ... -6155.986704 a.u.

Löwdin atomic charge list, values in e, 2 entries: Ir 0.469; C -0.232

***

Density functional theory data (ωB97M-V/def2-TZVPD) for a structure of composition C57H51Cl3N4O6SSn at a distorted geometry.

```
! wB97M-V def2-TZVPD RIJCOSX def2/J DEFGRID3
* xyz 0 1
Sn 0.87225 -0.58392 0.82924
C 0.80117 -1.80787 6.33681
C 0.46924 -0.49247 5.64299
N -0.82601 -0.51244 4.95640
C -1.98315 -0.03097 5.71500
C -2.26725 1.44424 5.46588
C -0.98840 -0.92061 3.69538
S 0.34132 -1.79167 2.97445
N -2.16546 -0.75521 3.14140
C -2.35515 -0.80913 1.82615
O -1.45372 -0.78557 0.95491
C -3.79709 -0.81912 1.41799
C -4.15451 -0.63727 0.08640
C -5.48865 -0.61412 -0.28909
C -6.48187 -0.74532 0.67073
C -6.13350 -0.91978 2.00390
C -4.80000 -0.96865 2.37412
H 1.72430 -1.70302 6.90731
H 0.93515 -2.59901 5.60095
H 0.00268 -2.10097 7.02134
H 1.24057 -0.24051 4.91573
H 0.41725 0.31062 6.37843
H -1.77010 -0.20804 6.76993
H -2.84631 -0.62780 5.42854
H -1.42407 2.06345 5.77655
H -3.14759 1.75443 6.02998
H -2.45374 1.61004 4.40577
H -3.38650 -0.49063 -0.65582
H -5.75044 -0.48637 -1.33158
H -7.52468 -0.70418 0.38329
H -6.90541 -1.01305 2.75684
H -4.52303 -1.12057 3.40724
C -2.38830 2.38822 -4.27329
C -2.45528 2.06886 -2.79609
C -3.75375 2.57030 -2.17614
O -2.35812 0.65385 -2.58088
C -1.32182 0.36593 -1.63775
C -1.01756 1.76876 -1.08178
O -1.33753 2.63431 -2.15623
C 0.27882 2.21097 -0.37613
O 0.55666 1.37130 0.73758
C -0.06223 3.57639 0.28075
C 0.47075 4.78622 -0.14151
C 0.18075 5.96197 0.54334
C -0.62927 5.94295 1.66510
C -1.17333 4.73595 2.08964
C -0.88639 3.56690 1.40603
C 1.51569 2.40353 -1.26013
C 2.76421 2.24448 -0.67123
C 3.93276 2.48711 -1.37761
C 3.86985 2.92887 -2.69315
C 2.63101 3.11630 -3.28184
C 1.46228 2.85617 -2.57509
C -0.23599 -0.59409 -2.14389
O 0.84259 -0.55940 -1.24436
C 0.27597 -0.32081 -3.56802
C 1.61296 -0.00058 -3.76488
C 2.11688 0.17795 -5.04812
C 1.29323 0.01989 -6.14993
C -0.04239 -0.31688 -5.95970
C -0.54602 -0.49296 -4.68117
C -0.82952 -2.02329 -2.24124
C -2.19125 -2.30349 -2.23197
C -2.64647 -3.61526 -2.33966
C -1.75048 -4.66011 -2.49209
C -0.38775 -4.38901 -2.51078
C 0.06052 -3.08616 -2.37993
H -3.20567 1.88632 -4.79135
H -1.44334 2.03960 -4.68737
H -2.47520 3.46539 -4.41499
H -4.60473 2.10139 -2.67033
H -3.81661 3.65228 -2.29188
H -3.79505 2.32933 -1.11328
H -1.74744 -0.20350 -0.82687
H -1.78654 1.87456 -0.30345
H 1.11747 4.82752 -1.00630
H 0.60963 6.89654 0.20301
H -0.82546 6.85552 2.21351
H -1.80470 4.70354 2.96931
H -1.27758 2.62302 1.76564
H 2.81159 1.94647 0.36139
H 4.89156 2.35925 -0.88847
H 4.77799 3.13866 -3.24493
H 2.56441 3.47272 -4.30251
H 0.50830 3.01094 -3.05344
H 2.25873 0.10112 -2.90231
H 3.16085 0.43639 -5.18058
H 1.68738 0.14062 -7.15118
H -0.69376 -0.45802 -6.81342
H -1.58344 -0.76981 -4.55038
H -2.91484 -1.50537 -2.14781
H -3.71054 -3.81390 -2.30394
H -2.10742 -5.67668 -2.59695
H 0.32542 -5.19632 -2.63058
H 1.11772 -2.87210 -2.39930
Cl 3.80620 1.97567 4.13740
C 4.38704 1.08921 2.77095
C 5.74945 1.15289 2.43525
C 6.23692 0.47453 1.35577
Cl 7.93869 0.53078 0.99634
C 5.36541 -0.27215 0.53300
C 5.74258 -0.97381 -0.62919
C 4.79673 -1.63556 -1.36281
C 3.45700 -1.58344 -0.95988
N 3.08837 -0.97401 0.14493
C 4.00906 -0.33510 0.90362
C 3.49196 0.29085 2.07662
O 2.25969 0.07948 2.41912
H 6.41501 1.74854 3.04447
H 6.78076 -0.96783 -0.93317
H 5.06084 -2.18218 -2.25664
H 2.66828 -2.03785 -1.53171
Cl -1.97770 -5.97696 0.80890
C -0.37954 -5.32094 0.79423
C 0.71707 -6.13622 1.00523
C 1.97449 -5.55617 0.99881
C 2.07740 -4.18971 0.80003
N 1.01567 -3.41325 0.59357
C -0.19565 -3.96664 0.58313
H 0.58458 -7.19572 1.17727
H 2.86121 -6.15537 1.15139
H 3.04060 -3.69453 0.81476
H -1.03962 -3.30968 0.40238
*
```

## Properties
E_LUMO ... -0.434 eV
Orbital gap ... 7.3 eV
Electronic energy ... -4866.309564 a.u.

Löwdin atomic charge list, values in e, 2 entries: Sn 1.249; C -0.079